# 1
The following is a DFT calculation (wB97M-V/def2-TZVPD) of 4 unconnected molecules or ions with the total composition C33H56ClNO5.

Cartesian coordinates (Å):
C -2.375 5.581 -1.949
C -2.562 5.191 -3.445
C -2.158 3.723 -3.555
O -2.914 2.868 -3.167
O -0.917 3.490 -4.051
C -0.853 2.404 -4.977
C 0.332 1.442 -4.733
C 0.788 1.329 -3.294
C -0.034 1.442 -2.205
C 0.425 1.361 -0.883
C 1.749 1.116 -0.693
C 2.597 0.951 -1.800
C 2.139 1.073 -3.065
C 3.992 0.651 -1.263
O 5.057 0.672 -1.818
N 3.750 0.280 0.106
C 3.615 -1.184 0.114
C 3.359 -1.775 1.507
O 2.513 -2.604 1.641
Cl 4.317 -1.182 2.874
C 2.576 0.976 0.576
O 2.363 1.312 1.704
H -3.035 6.393 -1.644
H -2.665 4.707 -1.355
H -1.323 5.766 -1.719
H -1.906 5.804 -4.067
H -3.604 5.315 -3.737
H -0.700 2.851 -5.967
H -1.772 1.820 -5.050
H 0.041 0.447 -5.089
H 1.187 1.745 -5.344
H -1.097 1.623 -2.338
H -0.227 1.485 -0.027
H 2.826 0.958 -3.899
H 2.805 -1.545 -0.538
H 4.540 -1.584 -0.318
C -4.047 -4.479 -3.679
C -4.502 -3.681 -2.461
C -4.432 -2.169 -2.661
C -3.030 -1.611 -2.907
C -2.013 -1.921 -1.808
C -2.378 -1.308 -0.471
H -2.998 -4.290 -3.916
H -4.153 -5.549 -3.494
H -4.648 -4.229 -4.556
H -3.917 -3.977 -1.586
H -5.539 -3.949 -2.239
H -4.870 -1.677 -1.787
H -5.068 -1.892 -3.508
H -3.106 -0.525 -3.026
H -2.648 -1.990 -3.860
H -1.038 -1.519 -2.103
H -1.881 -3.003 -1.717
H -2.464 -0.223 -0.568
H -1.597 -1.527 0.260
H -3.312 -1.696 -0.058
C -7.503 -1.371 5.075
C -6.954 -2.709 4.589
C -5.522 -2.623 4.064
C -5.333 -1.725 2.840
C -6.183 -2.098 1.626
C -5.873 -3.485 1.072
H -7.558 -0.640 4.267
H -8.512 -1.496 5.473
H -6.878 -0.959 5.870
H -7.618 -3.123 3.825
H -6.972 -3.416 5.423
H -5.170 -3.633 3.832
H -4.871 -2.257 4.864
H -4.276 -1.750 2.554
H -5.544 -0.687 3.113
H -5.999 -1.360 0.839
H -7.247 -2.028 1.869
H -4.822 -3.562 0.783
H -6.481 -3.682 0.188
H -6.088 -4.268 1.801
C 6.447 2.030 1.523
C 7.154 0.953 2.337
C 7.738 1.470 3.650
C 8.824 2.539 3.502
C 10.032 2.123 2.664
C 10.802 0.945 3.254
H 7.134 2.822 1.218
H 6.017 1.601 0.618
H 5.634 2.482 2.098
H 7.934 0.485 1.728
H 6.435 0.161 2.570
H 8.137 0.623 4.217
H 6.929 1.884 4.261
H 9.167 2.823 4.503
H 8.388 3.443 3.068
H 10.708 2.978 2.589
H 9.723 1.885 1.642
H 11.156 1.176 4.261
H 11.672 0.713 2.637
H 10.186 0.046 3.305

Calculated values
* lowest unoccupied orbital energy: -0.40 eV
* Kohn-Sham gap: 9.5489 eV
* HOMO energy: -9.948 eV
* SMILES: CCC(=O)OCCc1ccc2c(c1)C(=O)N(CC(=O)Cl)C2=O.CCCCCC.CCCCCC.CCCCCC
* maximum force: 1.8 eV/Å
* multiplicity: 1

---

# 2
The following is a DFT calculation (wB97M-V/def2-TZVPD) of 7 unconnected molecules or ions with the total composition C33H57FNO13S.

Cartesian coordinates (Å):
C -2.193 -0.854 1.330
C -2.281 0.271 0.298
C -1.341 0.165 -0.897
S -1.964 -0.457 -2.479
C -3.749 -0.585 -2.421
C -4.214 -1.745 -1.524
C -5.317 -1.345 -0.535
F -5.998 -0.210 -0.986
C -1.685 1.010 -3.466
C -2.412 2.276 -2.957
O -1.437 3.273 -2.711
C -3.459 2.821 -3.955
N -3.990 1.810 -4.873
H -1.370 -0.672 2.022
H -2.016 -1.830 0.872
H -3.108 -0.914 1.921
H -1.972 1.210 0.756
H -3.311 0.446 -0.024
H -1.006 1.167 -1.159
H -0.459 -0.439 -0.674
H -3.984 -0.780 -3.469
H -4.195 0.371 -2.162
H -3.378 -2.159 -0.954
H -4.561 -2.554 -2.165
H -4.921 -1.113 0.454
H -6.049 -2.146 -0.439
H -0.613 1.183 -3.355
H -1.897 0.748 -4.501
H -2.910 2.066 -2.004
H -1.430 3.511 -1.766
H -2.967 3.628 -4.499
H -4.265 3.281 -3.379
H -4.946 1.579 -4.636
H -4.028 2.164 -5.819
O -1.713 3.506 -0.164
C -1.542 4.130 0.855
O -0.459 4.892 1.027
C -0.445 5.465 2.358
C -1.901 5.431 2.810
C -2.423 4.192 2.084
H 0.204 4.846 2.978
H -0.024 6.463 2.285
H -2.003 5.394 3.891
H -2.421 6.317 2.448
H -2.262 3.275 2.656
H -3.469 4.240 1.794
O -0.445 -3.485 -0.821
C 0.721 -3.190 -0.888
O 1.184 -2.075 -0.284
C 2.591 -1.895 -0.588
C 3.087 -3.277 -0.983
C 1.842 -3.895 -1.616
H 2.677 -1.186 -1.415
H 3.080 -1.490 0.294
H 3.948 -3.243 -1.646
H 3.360 -3.825 -0.083
H 1.767 -3.668 -2.681
H 1.751 -4.970 -1.487
O 4.764 -2.350 2.647
C 3.887 -3.053 3.056
O 2.837 -3.393 2.268
C 1.869 -4.159 3.013
C 2.650 -4.745 4.186
C 3.704 -3.668 4.428
H 1.084 -3.484 3.351
H 1.449 -4.911 2.348
H 2.015 -4.948 5.046
H 3.133 -5.676 3.887
H 3.343 -2.883 5.096
H 4.656 -4.037 4.801
O 0.244 -2.350 5.203
C -0.837 -2.681 5.601
O -1.710 -1.795 6.123
C -2.881 -2.473 6.622
C -2.927 -3.796 5.863
C -1.443 -4.072 5.638
H -2.757 -2.616 7.696
H -3.737 -1.828 6.447
H -3.451 -4.576 6.410
H -3.429 -3.657 4.904
H -0.990 -4.610 6.474
H -1.214 -4.606 4.719
O 4.418 -4.468 -3.742
C 5.568 -4.142 -3.808
O 6.019 -3.014 -3.212
C 7.414 -2.806 -3.513
C 7.948 -4.184 -3.891
C 6.715 -4.834 -4.517
H 7.478 -2.096 -4.340
H 7.881 -2.371 -2.634
H 8.811 -4.133 -4.550
H 8.236 -4.728 -2.992
H 6.625 -4.618 -5.584
H 6.646 -5.909 -4.376
O 0.700 10.617 -1.824
C 0.446 9.459 -1.716
O -0.314 8.979 -0.692
C -0.382 7.549 -0.745
C -0.079 7.179 -2.195
C 0.874 8.300 -2.601
H 0.363 7.141 -0.060
H -1.374 7.247 -0.414
H 0.331 6.177 -2.294
H -0.992 7.237 -2.789
H 1.914 8.068 -2.364
H 0.816 8.592 -3.646

Calculated values
* lowest unoccupied orbital energy: -1.74 eV
* Kohn-Sham gap: 9.8773 eV
* HOMO energy: -11.616 eV
* relative energy (zero: lowest compared OMol25 entry of this formula, charge and spin): 0.0 kcal per mole
* maximum force: 0.6 eV/Å
* multiplicity: 1
* net charge: +1

---

- What is the maximum force in the first record?
  1.8 eV/Å

---

- Which value of Kohn-Sham gap does entry 1 give?
  9.5489 eV